(1)
92
Properties=species:S:1:pos:R:3 method="wB97M-V/def2-TZVPD" total_charge=0 orbital_gap_ev=4.659 homo_ev=-6.66 lumo_energy_ev=-1.9986
C -4.91962 -0.54222 4.92540
N -4.74718 -0.13022 3.54629
C -5.99434 0.00235 2.82066
C -3.49798 0.00779 2.92000
C -2.91450 -1.07327 2.22184
C -1.69697 -0.91556 1.57202
C -1.06332 0.32694 1.55606
C 0.21338 0.53127 0.73131
C 1.46209 0.30592 1.46205
C 1.88744 1.35481 2.36389
O 1.55785 2.52286 2.22910
O 2.62951 0.98828 3.47070
C 3.40182 -0.22956 3.36736
C 4.57992 -0.04036 2.43915
C 3.90351 -0.58329 4.77115
O 2.53459 -1.29653 2.92446
C 1.82705 -1.06320 1.76128
O 1.48788 -2.00942 1.06587
C -1.59581 1.38792 2.28407
C -2.79887 1.23701 2.96246
H -3.94768 -0.65305 5.42287
H -5.53048 0.20421 5.45647
H -5.47060 -1.49599 4.96772
H -5.79591 0.30542 1.78567
H -6.54492 -0.95169 2.83026
H -6.62655 0.75645 3.31481
H -3.43434 -2.03193 2.21670
H -1.21513 -1.76159 1.07652
H 0.18204 -0.17356 -0.09935
H 0.23896 1.56036 0.35712
H 4.24177 0.27477 1.44644
H 5.23681 0.74117 2.84178
H 5.13819 -0.98327 2.35781
H 3.06684 -0.68206 5.46542
H 4.45177 -1.52940 4.73482
H 4.57042 0.20476 5.13557
H -1.04088 2.32758 2.32157
H -3.22976 2.06131 3.52946
C 8.58789 5.64807 -0.43900
N 8.11036 4.31673 -0.14566
C 8.78760 3.47135 0.68965
O 9.81608 3.75041 1.30503
C 8.01369 2.14942 0.70822
C 7.76606 1.58261 2.11478
C 9.00688 1.36653 2.90365
C 10.01388 0.43620 2.67630
N 11.01459 0.61957 3.61410
C 10.66114 1.65462 4.47331
C 11.36211 2.23448 5.52388
C 10.77323 3.32792 6.17642
C 9.51368 3.81277 5.78180
C 8.81356 3.23053 4.71613
C 9.38989 2.14358 4.06081
N 6.78247 2.49707 -0.00853
C 5.78136 1.61184 -0.18539
C 4.56111 1.90279 -0.79310
C 3.46227 1.04295 -0.83657
C 2.35192 1.23278 -1.72987
C 1.49882 0.13736 -2.02468
C 0.53597 0.21819 -3.02154
C 0.42260 1.38828 -3.78454
C 1.20088 2.50901 -3.46170
C 2.11115 2.45974 -2.40839
C 6.81749 3.84158 -0.61816
C 5.68977 4.74254 -0.07665
C 6.81872 3.79879 -2.15951
H 9.55724 5.78977 0.04317
H 8.68996 5.78689 -1.52299
H 7.88327 6.40412 -0.06900
H 8.60631 1.40691 0.13006
H 7.10312 2.26681 2.67091
H 7.22864 0.62928 1.98821
H 10.07597 -0.31173 1.89338
H 11.86994 0.07663 3.67545
H 12.33160 1.82713 5.80253
H 11.29710 3.81185 7.00132
H 9.07758 4.66123 6.31012
H 7.84422 3.59657 4.37384
H 5.99322 0.59058 0.14857
H 4.48246 2.84216 -1.33950
H 3.54456 0.06378 -0.36044
H 1.63702 -0.78567 -1.45278
H -0.11846 -0.63475 -3.20087
H -0.27491 1.42671 -4.62048
H 1.09673 3.43123 -4.03792
H 2.66782 3.35452 -2.11540
H 5.81104 4.85899 1.01118
H 5.74885 5.72106 -0.57174
H 4.70197 4.31536 -0.26682
H 7.78722 3.40839 -2.50514
H 6.01926 3.15968 -2.54470
H 6.67828 4.81697 -2.54690

(2)
96
Properties=species:S:1:pos:R:3 method="wB97M-V/def2-TZVPD" relative_energy_ev=0.000 total_charge=0 orbital_gap_ev=4.465 homo_ev=-6.28 lumo_energy_ev=-1.8176
C -1.78852 -6.39815 1.84459
O -2.69619 -5.29213 1.63700
C -2.13909 -4.06904 1.41694
C -0.74477 -3.86331 1.29350
C -0.27434 -2.62623 0.90076
C -1.14877 -1.54794 0.65884
C -0.58709 -0.28473 0.26124
N -1.26248 0.58221 -0.58650
C -2.37302 0.29923 -1.44237
C -3.45304 1.19386 -1.49552
C -3.45614 2.57608 -0.86130
C -4.32042 2.57628 0.40019
C -3.91502 3.65596 -1.84865
C -4.64206 0.76964 -2.09969
C -4.71168 -0.46647 -2.73956
C -3.56480 -1.25511 -2.87227
C -2.37063 -0.85367 -2.26587
C -1.07593 -1.60237 -2.61879
C -0.52754 -1.14872 -3.97024
C -1.26208 -3.11793 -2.56302
N -0.61713 1.75953 -0.68426
N 0.53913 1.59677 -0.01715
C 1.47205 2.69800 -0.00040
C 1.10742 3.88703 0.65122
C -0.22364 4.00589 1.39234
C -0.78357 5.42999 1.42588
C -0.12582 3.44094 2.80397
C 1.99344 4.95633 0.60648
C 3.19861 4.86019 -0.08722
C 3.51471 3.69445 -0.77498
C 2.63749 2.61414 -0.77315
C 2.88087 1.43257 -1.71726
C 4.19121 0.73336 -1.39025
C 2.81778 1.88498 -3.17943
C 0.57278 0.35720 0.64183
C 1.56690 -0.01929 1.55843
C -2.55117 -1.76362 0.82406
C -3.02833 -2.98083 1.23846
H -2.44935 -7.24449 2.02357
H -1.16680 -6.57541 0.95568
H -1.14407 -6.21968 2.71766
H -0.04136 -4.68292 1.46262
H 0.79136 -2.45713 0.72989
H -2.42216 2.81022 -0.59136
H -4.01000 1.76916 1.07902
H -4.24467 3.53252 0.93760
H -5.37288 2.40637 0.12589
H -3.31123 3.61338 -2.76267
H -4.96952 3.51049 -2.11841
H -3.80126 4.65423 -1.40627
H -5.51495 1.42431 -2.05829
H -5.65076 -0.80812 -3.16771
H -3.58446 -2.17982 -3.45666
H -0.33350 -1.33883 -1.85569
H -0.40726 -0.05995 -3.98687
H 0.45001 -1.60800 -4.15583
H -1.21322 -1.43428 -4.77747
H -1.81738 -3.41378 -1.66464
H -1.80204 -3.47903 -3.44864
H -0.28051 -3.60958 -2.52982
H -0.93339 3.39740 0.81872
H -0.82395 5.87089 0.42333
H -1.80306 5.41474 1.83060
H -0.17126 6.06929 2.07355
H 0.26390 2.41648 2.79447
H 0.55752 4.06538 3.39697
H -1.11350 3.44184 3.28238
H 1.72404 5.89302 1.09890
H 3.88880 5.70086 -0.09771
H 4.42281 3.62231 -1.37157
H 2.06999 0.71151 -1.55118
H 4.13945 0.32927 -0.37285
H 4.36185 -0.10139 -2.07859
H 5.03500 1.43248 -1.44755
H 1.84701 2.34630 -3.39704
H 3.60352 2.61867 -3.40191
H 2.94241 1.02936 -3.85197
H 2.49924 0.54703 1.50474
H 1.17246 -0.42138 2.50099
H -3.25007 -0.95144 0.61734
H -4.09183 -3.16624 1.39533
O 1.43189 -1.39477 4.51712
N 2.29020 -2.28995 4.71576
C 3.18054 -2.69542 3.65898
C 3.11623 -2.22298 2.32947
C 3.89099 -2.95599 1.45111
N 3.80062 -3.03828 0.06130
O 3.18771 -2.35415 -0.75458
O 4.45902 -4.19333 -0.34598
N 5.05988 -4.83952 0.76871
C 4.64868 -4.11675 1.84997
N 4.74772 -4.49828 3.12196
C 4.08817 -3.75663 4.00318
O 2.39823 -2.86809 5.82830
H 2.60261 -1.36849 1.94508
H 4.20352 -3.99849 5.06321

(3)
97
Properties=species:S:1:pos:R:3 method="wB97M-V/def2-TZVPD" total_charge=+2 orbital_gap_ev=6.434 homo_ev=-12.91 lumo_energy_ev=-6.4783
Au -0.55540 0.13844 -0.94917
C -4.03219 -3.14090 -3.80210
N -3.09060 -2.91269 -2.70637
C -3.05254 -3.93621 -1.67007
C -2.34651 -1.78525 -2.65179
N -2.05946 -1.19410 -1.49231
C -2.90989 -1.25354 -0.35629
C -4.25740 -1.04447 -0.48269
C -5.09916 -1.06751 0.64391
C -4.56978 -1.25863 1.88526
C -3.17438 -1.42696 2.06145
C -2.63954 -1.59571 3.36303
C -1.29788 -1.74414 3.54904
C -0.42773 -1.72259 2.44324
C -0.90245 -1.57992 1.16861
N 0.01787 -1.54855 0.06499
C 0.95108 -2.49172 -0.06180
N 0.84766 -3.68594 0.58253
C 1.98958 -4.24399 1.30134
C -0.41226 -4.34162 0.89055
N 1.99089 -2.35186 -0.89721
C 2.65373 -3.50507 -1.50208
C 2.43763 -1.05930 -1.36850
C -2.31157 -1.42877 0.93318
N -1.86834 -1.31695 -3.82254
C -1.69470 0.09588 -4.12333
C -1.44651 -2.22787 -4.88215
H -5.01967 -3.33460 -3.38144
H -3.73815 -3.99686 -4.41115
H -4.09676 -2.25887 -4.43210
H -3.61375 -4.79467 -2.03042
H -3.49659 -3.61215 -0.72824
H -2.02485 -4.25683 -1.50372
H -4.67431 -0.85596 -1.46418
H -6.16221 -0.91597 0.51610
H -5.20619 -1.27134 2.76071
H -3.32050 -1.60435 4.20461
H -0.88899 -1.87424 4.54240
H 0.63739 -1.83124 2.59273
H 2.89444 -3.67477 1.11290
H 2.14929 -5.28444 1.01406
H 1.78441 -4.21109 2.37554
H -1.22649 -3.88613 0.33926
H -0.64585 -4.28933 1.95650
H -0.33049 -5.39176 0.60356
H 2.03085 -4.39006 -1.41699
H 3.62108 -3.69842 -1.03533
H 2.81779 -3.28988 -2.55765
H 2.38382 -0.33779 -0.56205
H 1.86446 -0.71706 -2.23930
H 3.48382 -1.13215 -1.65907
H -1.97731 0.25736 -5.16366
H -2.33223 0.70255 -3.49041
H -0.65205 0.41312 -4.00886
H -1.40603 -3.24832 -4.51187
H -0.44889 -1.93589 -5.21383
H -2.11679 -2.18470 -5.74215
O -1.98960 3.61285 -2.50235
C -1.27268 2.83035 -1.95578
O -1.71051 1.62323 -1.58267
C 0.18722 3.10971 -1.64659
P 0.77281 1.98915 -0.34078
C 0.16058 2.60113 1.23084
C -0.97404 2.03153 1.81103
C -1.48925 2.55784 2.98513
C -0.88048 3.65326 3.58023
C 0.23883 4.23470 2.99795
C 0.75918 3.71676 1.82389
C 2.56726 2.07174 -0.42474
C 3.35313 2.19277 0.71986
C 4.73172 2.28829 0.60593
C 5.33442 2.24792 -0.64170
C 4.55792 2.11524 -1.78675
C 3.18169 2.03066 -1.68139
H 0.32648 4.15261 -1.36271
H 0.76227 2.93545 -2.55726
H -1.46416 1.17615 1.36283
H -2.37056 2.11459 3.42937
H -1.28597 4.06513 4.49489
H 0.70182 5.09965 3.45318
H 1.61858 4.19130 1.36697
H 2.89742 2.22084 1.69789
H 5.33461 2.39670 1.49782
H 6.41017 2.32633 -0.72537
H 5.02493 2.08827 -2.76203
H 2.59647 1.92574 -2.58667
Br 4.78891 -1.53155 1.17303
C 3.84915 -0.72364 2.62296
C 4.53158 -0.55967 3.82119
C 3.86150 0.07923 4.84845
C 2.55822 0.51281 4.63524
C 1.97841 0.27550 3.40451
N 2.61228 -0.33949 2.39334
H 5.54606 -0.91301 3.93187
H 4.35099 0.23787 5.80021
H 2.00037 1.02048 5.40973
H 0.95972 0.58996 3.20610

(4)
128
Properties=species:S:1:pos:R:3 method="wB97M-V/def2-TZVPD" total_charge=-1 orbital_gap_ev=6.755 homo_ev=-5.26 lumo_energy_ev=1.4990
C -0.13727 -2.18994 2.15628
C -1.47203 -2.03309 2.33672
C -1.96059 -0.96996 3.35929
B -3.23905 -0.03000 2.88465
C -4.08798 0.49842 4.19760
C -3.26893 0.73315 5.49776
O -3.73057 0.38039 6.53820
Cl -1.65223 1.55449 5.58327
C -4.18566 -0.91379 1.87076
C -5.64130 -0.38549 1.64639
N -6.62002 -0.91582 2.61749
N -5.75920 1.08437 1.53376
N -6.08219 -0.96791 0.30408
C -2.62690 1.23980 2.04168
C -2.55599 2.61616 2.53980
C -2.00520 3.73322 1.83943
N -1.52121 3.59505 0.58393
C -1.60274 2.35738 0.07483
C -2.08427 1.14339 0.66230
H 0.24713 -3.09544 1.63896
H 0.60388 -1.47259 2.56030
H -2.11540 -2.72363 1.75810
H -2.14303 -1.52567 4.32190
H -1.08929 -0.27759 3.51522
H -4.81436 -0.31557 4.45242
H -4.70266 1.40232 3.94534
H -4.28470 -1.94387 2.31379
H -3.70712 -1.05761 0.86958
H -6.62110 -1.93098 2.48975
H -7.55780 -0.58613 2.38404
H -6.77049 1.28303 1.54684
H -5.42608 1.42549 0.63410
H -7.09735 -1.02756 0.28935
H -5.71117 -0.42041 -0.47005
H -2.96610 2.81064 3.55271
H -1.97837 4.73548 2.34554
H -1.23330 2.25798 -0.98006
H -2.08517 0.17998 0.11525
C -10.02538 2.31023 -1.95557
C -8.77392 3.10197 -1.70382
O -8.45217 2.76744 -0.36825
C -8.93755 1.50868 -0.17027
O -8.62358 0.80611 0.73221
O -9.82018 1.15649 -1.14448
F -9.01334 4.43476 -1.77449
H -10.92483 2.83339 -1.62314
H -10.14434 2.03730 -3.00305
H -7.93737 2.84411 -2.35782
C -2.76310 1.74500 -4.58969
C -3.76871 1.78246 -3.47315
O -3.62618 0.50913 -2.87663
C -2.33240 0.14019 -3.09079
O -1.78234 -0.73540 -2.51021
O -1.74457 0.90743 -4.04848
F -5.03500 1.89983 -3.95476
H -3.16396 1.29005 -5.49859
H -2.37140 2.73132 -4.83357
H -3.58610 2.55907 -2.72629
C 4.38383 -4.01441 3.82779
C 3.28518 -5.03647 3.76818
O 2.34310 -4.43648 2.89964
C 3.06283 -3.64280 2.05990
O 2.65007 -3.19412 1.03990
O 4.32070 -3.43090 2.52835
F 2.71009 -5.21102 4.98230
H 4.20100 -3.24525 4.58111
H 5.36085 -4.45881 4.01116
H 3.59065 -6.00517 3.36457
C 4.87932 0.59848 1.83101
C 6.09752 1.44346 2.06823
O 6.44331 1.13123 3.40408
C 6.01144 -0.14715 3.61229
O 6.35952 -0.83227 4.51824
O 5.13990 -0.54107 2.64873
F 5.80337 2.76463 1.99120
H 3.95993 1.08361 2.16610
H 4.76422 0.31348 0.78646
H 6.93950 1.21664 1.40954
C 3.93563 -4.74753 -1.97882
C 5.02155 -5.29789 -1.10256
O 5.69691 -6.19731 -1.96490
C 5.53583 -5.69892 -3.22412
O 6.18192 -6.03645 -4.16415
O 4.55219 -4.76519 -3.26902
F 4.50747 -5.99662 -0.06077
H 3.04623 -5.37850 -1.99311
H 3.64333 -3.73783 -1.69547
H 5.72470 -4.54945 -0.72946
C -0.50114 8.12553 5.11868
C 0.18717 7.48510 3.94663
O -0.45763 6.23173 3.84712
C -1.72286 6.41985 4.33006
O -2.62192 5.66866 4.15840
O -1.81767 7.58754 5.02758
F 1.50334 7.27923 4.20170
H -0.05554 7.83690 6.07331
H -0.51638 9.21251 5.05201
H 0.07687 8.02990 3.00558
C 8.90016 -5.75675 -6.06169
C 9.70148 -6.48136 -7.10395
O 10.07467 -5.44585 -7.99340
C 10.14385 -4.30972 -7.23746
O 10.67884 -3.30856 -7.58348
O 9.52911 -4.47456 -6.03625
F 8.93875 -7.37840 -7.77601
H 7.85187 -5.64165 -6.34274
H 8.94960 -6.23769 -5.08664
H 10.59754 -6.97638 -6.72150
C 1.28071 -2.95667 -3.61417
C 0.07647 -2.88910 -4.50099
O -0.15696 -4.24644 -4.83067
C 0.30907 -4.96881 -3.77119
O 0.04768 -6.10889 -3.57133
O 1.10631 -4.21336 -2.96355
F 0.34613 -2.20488 -5.64286
H 2.21826 -2.96425 -4.17654
H 1.31088 -2.14218 -2.89135
H -0.80988 -2.47083 -4.01978
C 1.08405 5.87197 -0.14319
C 1.89891 5.17187 -1.19080
O 2.25538 6.22558 -2.07025
C 2.30410 7.35374 -1.30297
O 2.82237 8.36912 -1.63908
O 1.69249 7.16722 -0.10476
F 1.15586 4.26960 -1.87285
H 0.03405 5.97122 -0.42367
H 1.14082 5.38230 0.82734
H 2.80339 4.68954 -0.81206